1.
{"formula": "C2H3NS", "method": "wB97M-V/def2-TZVPD", "symbols": ["C", "C", "S", "N", "H", "H", "H"], "positions_angstrom": [[2.1871, -0.1926, 0.3831], [0.9317, 0.2815, 0.2604], [-0.4638, 1.1395, -0.0360], [-1.6578, -0.1273, 0.0228], [3.0285, -0.7498, 0.1001], [-2.5661, 0.3050, 0.0375], [-1.4596, -0.6563, -0.7679]], "nbo_charge": [-0.2122, -0.3318, 0.5005, -0.9385, 0.2331, 0.3803, 0.3687], "smiles": "C#CSN", "homo_lumo_gap_ev": 8.65, "total_charge": 0, "e_above_lowest_kcal_mol": 71.9, "lumo_ev": 0.27, "max_force_ev_per_a": 10.38, "homo_energy_ha": -0.3077}

2.
{"formula": "C2H6O2S", "method": "wB97M-V/def2-TZVPD", "symbols": ["C", "O", "H", "H", "C", "S", "O", "H", "H", "H", "H"], "positions_angstrom": [[-2.7624, -0.3698, 0.5555], [-2.6572, -1.4057, -0.0401], [-1.8478, 0.3591, 0.7697], [-3.8112, 0.0420, 0.9556], [2.3884, 0.4574, 0.0533], [0.8259, -0.3992, 0.4437], [1.0632, -1.9081, -0.3129], [3.0951, -0.1865, 0.5724], [2.1097, 1.3920, 0.4383], [2.4391, 0.4929, -1.0118], [0.2290, -2.3224, -0.4438]], "nbo_charge": [0.2831, -0.5123, 0.1206, 0.1020, -0.7330, 0.4193, -0.8589, 0.2341, 0.2270, 0.2260, 0.4923], "smiles": "C=O.CSO", "homo_lumo_gap_ev": 9.08, "total_charge": 0, "e_above_lowest_kcal_mol": 52.9, "lumo_ev": 0.75, "max_force_ev_per_a": 3.26, "homo_energy_ha": -0.3063}

3.
{"formula": "C2H6O2", "method": "wB97M-V/def2-TZVPD", "symbols": ["C", "C", "O", "H", "H", "H", "H", "H", "H", "O"], "positions_angstrom": [[0.5550, -0.0663, 1.5694], [0.3538, 1.1802, 0.9779], [-0.0980, 1.3586, -0.4003], [0.5477, 0.1512, 2.6510], [0.5234, -1.0254, 1.0275], [0.2920, 2.1120, 1.5666], [0.4247, 2.0944, -0.7906], [-1.0938, -2.8442, -1.4987], [-0.9710, -1.4644, -1.0801], [-0.5489, -2.0720, -1.7446]], "lowdin_spin": [0.4615, 0.2785, 0.2122, 0.0180, 0.0160, 0.0080, 0.0056, 0.0000, -0.0001, 0.0004], "homo_lumo_gap_ev": [8.96, 5.05], "spin_multiplicity": 2, "total_charge": 1, "e_above_lowest_kcal_mol": 43.5, "lumo_ev": [-5.97, -9.88], "max_force_ev_per_a": 5.65, "homo_energy_ha": [-0.5487, -0.5486]}

4.
{"formula": "C22H31CdN4O4Te", "method": "wB97M-V/def2-TZVPD", "symbols": ["Cd", "N", "N", "C", "O", "O", "H", "H", "H", "C", "C", "O", "H", "H", "H", "C", "C", "N", "C", "C", "C", "O", "C", "C", "C", "C", "N", "C", "H", "H", "H", "H", "H", "H", "H", "H", "H", "H", "H", "H", "H", "H", "C", "C", "C", "C", "C", "C", "Te", "C", "C", "C", "H", "H", "H", "H", "H", "H", "H", "H", "H", "H", "H"], "positions_angstrom": [[0.1543, 0.9356, -0.5314], [-2.6752, 1.4098, -0.3993], [-3.1511, 0.1819, 0.1285], [-2.3494, -0.5563, 1.0804], [-2.9927, -1.2500, 1.8580], [-1.1153, -0.4242, 0.9715], [-3.0260, 2.2023, 0.1454], [-3.0075, 1.4921, -1.3608], [-4.1418, 0.1619, 0.3721], [0.2170, 2.8905, 2.0748], [1.0516, 2.4063, 0.8784], [2.2681, 2.6228, 0.9213], [0.8457, 3.1427, 2.9347], [-0.4916, 2.1062, 2.3425], [-0.3456, 3.7753, 1.7677], [4.6173, 1.8992, -2.4152], [5.2453, 1.7160, -1.0356], [6.0712, 0.5294, -0.9403], [7.3543, 0.5227, -1.6253], [7.3538, -0.4231, -2.8263], [5.7928, -0.5269, -0.1453], [6.5870, -1.4408, 0.0241], [4.4420, -0.5517, 0.4946], [4.2977, -0.5873, 1.8757], [3.0275, -0.7329, 2.4086], [1.9402, -0.7928, 1.5489], [2.0718, -0.7498, 0.2263], [3.2898, -0.6584, -0.2815], [4.0500, 2.8255, -2.4402], [3.9438, 1.0814, -2.6593], [5.3780, 1.9558, -3.1901], [4.4578, 1.6684, -0.2811], [5.8704, 2.5900, -0.8087], [8.1107, 0.1904, -0.9037], [7.5839, 1.5443, -1.9404], [7.1749, -1.4401, -2.4856], [8.3145, -0.3862, -3.3363], [6.5742, -0.1432, -3.5304], [5.1643, -0.4875, 2.5138], [2.8886, -0.7902, 3.4777], [0.9192, -0.8684, 1.9072], [3.3645, -0.6763, -1.3636], [4.4060, 3.4297, -6.6550], [3.3647, 2.6870, -5.8675], [3.1475, 1.3331, -6.0511], [2.2033, 0.6381, -5.3099], [1.9995, -0.8130, -5.6234], [1.4552, 1.2913, -4.3237], [0.0109, 0.1726, -3.1964], [1.6428, 2.6680, -4.1618], [0.8308, 3.4632, -3.1863], [2.5834, 3.3406, -4.9277], [5.0332, 2.7360, -7.2132], [5.0359, 4.0169, -5.9853], [3.9336, 4.1137, -7.3627], [3.7358, 0.7953, -6.7860], [2.8076, -1.1958, -6.2451], [1.0543, -0.9510, -6.1496], [1.9407, -1.3988, -4.7085], [1.2112, 3.3382, -2.1680], [-0.2093, 3.1332, -3.2060], [0.8735, 4.5204, -3.4373], [2.7164, 4.4071, -4.7905]], "nbo_charge": [1.3464, -0.6854, -0.5518, 0.8734, -0.7366, -0.8720, 0.3370, 0.3592, 0.3531, -0.7497, 0.0792, -0.6609, 0.2031, 0.2296, 0.2128, -0.6177, -0.2206, -0.4303, -0.2133, -0.6168, 0.6704, -0.6416, -0.1729, -0.1263, -0.2558, 0.0472, -0.4738, 0.0611, 0.2240, 0.2176, 0.1955, 0.2495, 0.1821, 0.2145, 0.1918, 0.2283, 0.2005, 0.2071, 0.2164, 0.2166, 0.2456, 0.2026, -0.6219, -0.0266, -0.2587, 0.0515, -0.6550, -0.2484, -0.3966, -0.0325, -0.6436, -0.2342, 0.2074, 0.2104, 0.2102, 0.1918, 0.1988, 0.2181, 0.2364, 0.2286, 0.2306, 0.2005, 0.1940], "homo_lumo_gap_ev": 7.13, "total_charge": -1, "lumo_ev": 2.53, "max_force_ev_per_a": 1.74, "homo_energy_ha": -0.1689}

5.
{"formula": "C4H6EuO3", "method": "wB97M-V/def2-TZVPD", "symbols": ["H", "O", "O", "O", "C", "C", "C", "H", "Eu", "H", "C", "H", "H", "H"], "positions_angstrom": [[1.2949, -0.3976, 0.6771], [-0.6399, -1.0200, 0.0987], [-1.2576, 0.9398, -0.5799], [-2.7886, -0.3869, 0.3619], [0.5739, -0.2029, -0.1106], [0.1114, 0.9610, -0.6065], [-1.6543, -0.2332, -0.0824], [0.5858, 1.7636, -1.1613], [-4.6502, -1.7991, 1.2498], [3.0225, -0.1570, -0.6208], [3.4824, -0.5343, -1.6148], [4.2292, -1.2766, -1.3101], [2.8004, -0.9990, -2.3383], [3.9183, 0.3581, -2.0816]], "lowdin_spin": [0.0000, 0.0001, -0.0004, -0.0143, -0.0001, -0.0002, -0.0002, 0.0000, 7.0151, 0.0000, 0.0000, 0.0000, 0.0000, 0.0000], "homo_lumo_gap_ev": [6.62, 6.87], "spin_multiplicity": 8, "total_charge": 2, "e_above_lowest_kcal_mol": 23.0, "lumo_ev": [-9.82, -9.58], "max_force_ev_per_a": 2.59, "homo_energy_ha": [-0.6043, -0.6044]}

6.
{"formula": "C4H7NO", "method": "wB97M-V/def2-TZVPD", "symbols": ["C", "C", "C", "N", "C", "O", "H", "H", "H", "H", "H", "H", "H"], "positions_angstrom": [[-1.0585, 0.2636, 1.1467], [-0.8981, -0.0728, -0.3332], [0.3815, 0.5144, -0.9286], [1.5681, 0.0526, -0.2444], [2.2005, -0.9603, -0.1035], [2.9027, -1.8813, 0.1075], [-0.1379, 0.0340, 1.6928], [-1.8723, -0.3081, 1.6023], [-1.2730, 1.3290, 1.2875], [-1.7475, 0.3168, -0.9091], [-0.8909, -1.1604, -0.4799], [0.4616, 0.2666, -1.9933], [0.3638, 1.6057, -0.8448]], "nbo_charge": [-0.6139, -0.4018, -0.2068, -0.5544, 0.8582, -0.5297, 0.2151, 0.2145, 0.2044, 0.2084, 0.2005, 0.2029, 0.2027], "smiles": "CCCN=C=O", "homo_lumo_gap_ev": 11.11, "total_charge": 0, "e_above_lowest_kcal_mol": 12.1, "lumo_ev": 0.81, "max_force_ev_per_a": 0.69, "homo_energy_ha": -0.3785}

7.
{"formula": "C23H30F2O4Si", "method": "wB97M-V/def2-TZVPD", "symbols": ["C", "C", "O", "C", "C", "C", "O", "C", "C", "F", "F", "C", "C", "Si", "C", "C", "C", "C", "C", "C", "C", "C", "C", "C", "O", "H", "H", "H", "H", "H", "H", "H", "H", "H", "H", "H", "H", "H", "H", "H", "H", "H", "H", "H", "H", "H", "H", "C", "C", "C", "O", "C", "H", "H", "H", "H", "H", "H", "H", "H"], "positions_angstrom": [[-4.3898, 1.3288, -0.0889], [-3.3147, 1.9337, 1.0396], [-3.3530, 0.9895, 2.1682], [-2.1409, 0.1601, 2.2478], [-1.4903, 0.0319, 3.6059], [-0.1418, -0.9137, 3.8511], [0.5889, -0.6479, 4.9361], [0.2112, -2.1210, 2.7484], [1.2019, -3.3436, 3.1999], [0.3790, -4.2909, 4.0416], [2.3327, -2.9232, 4.0906], [1.8163, -4.2437, 1.9791], [3.3191, -3.8194, 1.4805], [3.3832, -2.3772, 0.2057], [2.8995, -0.6424, 0.9347], [5.2715, -2.2061, -0.3087], [2.4489, -2.7577, -1.4665], [2.4530, -1.5070, -2.5733], [1.7654, -1.6145, -4.0776], [1.0577, -3.0586, -4.4601], [1.0126, -4.3053, -3.3455], [1.7121, -4.1762, -1.8316], [-0.4560, -1.9682, 1.4153], [-1.4369, -0.6715, 1.0232], [-1.5300, -0.3966, -0.2844], [-4.5906, 2.0883, -0.9702], [-5.3816, 1.0706, 0.4928], [-4.0214, 0.3333, -0.5839], [-3.6843, 3.0175, 1.2863], [-2.2687, 1.9876, 0.5175], [-1.9326, 0.5991, 4.5289], [1.9114, -5.3562, 2.4022], [1.1449, -4.3258, 1.0246], [3.7635, -4.7765, 0.9219], [4.0788, -3.5704, 2.3350], [2.4874, -0.6780, 2.0296], [3.8821, 0.0343, 0.9815], [2.1692, -0.0497, 0.1997], [5.3737, -1.2345, -0.9883], [5.9448, -2.1650, 0.6555], [5.4868, -3.1799, -0.9626], [2.9942, -0.4786, -2.3035], [1.7845, -0.7297, -4.8560], [0.5959, -3.1624, -5.5371], [0.5023, -5.3510, -3.6116], [1.6873, -5.0589, -1.0605], [-0.3123, -2.7710, 0.5770], [-1.7381, 6.3692, -1.2912], [-3.1100, 6.8849, -1.6418], [-3.8608, 5.6067, -1.9455], [-3.2788, 4.5788, -1.1320], [-2.0599, 5.0806, -0.5665], [-1.1492, 7.0630, -0.6860], [-1.1776, 6.1524, -2.2084], [-3.5536, 7.3806, -0.7703], [-3.1146, 7.5909, -2.4760], [-3.7381, 5.3131, -2.9934], [-4.9299, 5.6869, -1.7285], [-2.2350, 5.2586, 0.5001], [-1.2696, 4.3320, -0.6702]], "nbo_charge": [-0.6551, -0.0925, -0.5165, 0.2414, -0.2752, 0.5081, -0.4984, -0.1266, 0.6964, -0.3721, -0.3521, -0.4725, -0.8987, 1.6535, -1.1511, -1.1155, -0.5021, -0.2131, -0.2260, -0.2269, -0.2266, -0.2389, -0.1989, 0.4779, -0.5045, 0.2316, 0.2105, 0.2241, 0.2117, 0.2032, 0.2694, 0.2536, 0.2297, 0.2496, 0.2701, 0.2542, 0.2494, 0.2540, 0.2423, 0.2431, 0.2426, 0.2308, 0.2426, 0.2364, 0.2352, 0.2316, 0.2670, -0.4313, -0.4315, -0.0675, -0.5446, -0.0695, 0.2203, 0.2025, 0.2018, 0.2202, 0.1669, 0.1855, 0.1646, 0.1861], "smiles": "CCOC1=CC(=O)C(C(F)(F)CC[Si](C)(C)c2ccccc2)=CC1=O.C1CCOC1", "homo_lumo_gap_ev": 6.62, "total_charge": 0, "lumo_ev": -2.01, "max_force_ev_per_a": 8.24, "homo_energy_ha": -0.3171}